[1]
This record from the OMol25 dataset describes a single C3H5NO3 molecule. The level of theory is the ωB97M-V functional and the def2-TZVPD basis.

XYZ file:
```
12
Properties=species:S:1:pos:R:3:lowdin_charge:R:1
N -1.86 -0.22 0.13 0.023
C -0.67 0.46 0.54 -0.185
C 0.37 -0.63 0.53 -0.418
O 0.50 -1.49 1.35 0.166
O 1.03 -0.77 -0.72 0.069
C 1.90 0.22 -0.97 -0.323
O 2.12 1.14 -0.24 0.090
H -2.21 -0.12 -0.82 0.087
H -2.37 -0.80 0.78 0.087
H -0.44 1.26 -0.17 0.121
H -0.75 0.92 1.54 0.133
H 2.38 0.04 -1.94 0.149
```

Its frontier orbital gap is 10.3 eV. Its energy above the lowest of the compared OMol25 structures with the same formula, charge and spin is 142.35 kJ/mol.

---

[2]
This record from the OMol25 dataset describes C25H26N2PW as an isolated structure at a distorted geometry. The level of theory is the ωB97M-V functional and the def2-TZVPD basis.

XYZ file:
```
55
Properties=species:S:1:pos:R:3:lowdin_spin:R:1
W -0.15 1.09 0.54 1.835
C 0.11 -2.08 3.60 -0.006
C 1.22 -2.01 2.75 0.017
C 1.05 -1.62 1.43 -0.002
C -0.22 -1.25 0.95 0.026
C -1.34 -1.32 1.83 0.011
C -1.16 -1.73 3.14 0.014
P -0.60 -0.88 -0.80 0.030
C -2.03 -1.78 -1.32 0.004
C -3.00 -1.16 -2.12 0.002
C -4.08 -1.90 -2.57 0.000
C -4.18 -3.25 -2.25 0.000
C -3.21 -3.87 -1.46 0.000
C -2.13 -3.14 -1.00 -0.002
C 0.92 -1.11 -1.71 -0.001
C 1.23 -2.12 -2.59 -0.007
C 2.49 -2.13 -3.22 0.000
C 3.41 -1.15 -2.95 -0.014
C 3.10 -0.10 -2.05 0.000
C 4.01 0.95 -1.77 -0.058
C 3.68 2.00 -0.93 -0.009
C 2.43 2.04 -0.34 0.001
C 1.47 1.01 -0.53 0.010
C 1.83 -0.08 -1.43 0.003
H 0.23 -2.41 4.62 0.000
H 2.19 -2.30 3.12 0.001
H 1.90 -1.61 0.76 0.000
H -2.34 -1.09 1.47 0.002
H -2.02 -1.82 3.80 0.001
H -2.92 -0.12 -2.39 0.000
H -4.83 -1.44 -3.19 0.000
H -5.02 -3.82 -2.61 0.000
H -3.30 -4.92 -1.22 0.000
H -1.38 -3.63 -0.38 0.000
H 0.52 -2.90 -2.81 0.000
H 2.73 -2.92 -3.92 0.000
H 4.37 -1.16 -3.44 0.000
H 4.98 0.93 -2.25 -0.002
H 4.39 2.79 -0.75 0.001
H 2.20 2.89 0.30 0.002
N -0.05 1.64 2.64 0.032
C 0.20 3.13 2.77 0.016
C -0.84 3.96 2.01 0.003
C -0.54 4.21 0.54 0.019
N -0.83 2.98 -0.29 0.042
H -0.92 1.43 3.15 0.002
H 0.68 1.13 3.15 0.006
H 1.21 3.31 2.38 0.002
H 0.21 3.39 3.83 0.003
H -0.92 4.92 2.51 0.000
H -1.83 3.51 2.13 0.000
H 0.51 4.46 0.38 0.001
H -1.14 5.03 0.15 0.002
H -0.44 3.08 -1.23 0.006
H -1.85 2.96 -0.44 0.007
```

As for the total charge: +3. Its frontier orbital gap (spin up / spin down) is 6.0 / 6.8 eV. Its multiplicity is 3. As for the expectation value of S²: 2.0846.

---

[3]
This record from the OMol25 dataset describes C32H23CaF20GeN3O2SSe3 as an isolated structure. The level of theory is the ωB97M-V functional and the def2-TZVPD basis.

XYZ file:
```
86
Properties=species:S:1:pos:R:3:lowdin_charge:R:1
Ca -1.28 1.43 0.15 0.973
N -0.29 2.57 -1.97 -0.085
C -1.22 2.07 -3.00 -0.256
C -1.12 0.56 -3.11 -0.199
N -1.14 -0.08 -1.79 -0.172
C -2.04 -1.24 -1.65 -0.227
C -3.36 -0.82 -1.02 -0.234
N -3.09 -0.20 0.29 -0.070
H -0.35 3.58 -1.93 0.054
H 0.66 2.33 -2.22 0.063
H -1.04 2.52 -3.98 0.117
H -2.23 2.37 -2.69 0.088
H -0.22 0.28 -3.65 0.118
H -1.97 0.20 -3.70 0.120
H -0.21 -0.37 -1.51 0.024
H -1.55 -1.96 -0.98 0.086
H -2.22 -1.73 -2.60 0.122
H -4.03 -1.68 -0.95 0.117
H -3.85 -0.07 -1.65 0.117
H -2.61 -0.87 0.89 0.068
H -3.96 0.04 0.77 0.077
C 2.71 3.83 0.32 -0.389
Se 2.05 2.01 0.61 0.898
C 2.05 2.05 2.56 -0.521
C 1.33 3.24 3.19 -0.382
Se -0.29 3.74 2.24 1.133
C -0.69 5.35 3.23 -0.228
H 2.95 3.91 -0.74 0.020
H 3.62 4.00 0.89 0.030
H 1.97 4.59 0.56 0.004
H 3.08 2.03 2.90 0.075
H 1.55 1.12 2.83 0.033
H 1.94 4.15 3.16 0.083
H 1.03 3.05 4.22 0.101
H -0.58 5.16 4.30 0.053
H -1.71 5.61 2.97 0.040
H 0.00 6.13 2.90 0.050
F 2.84 -5.26 1.37 0.104
C 3.42 -4.20 1.94 -0.219
C 3.09 -2.91 1.57 -0.124
C 3.83 -1.90 2.16 -0.225
F 3.61 -0.62 1.81 0.046
C 4.81 -2.13 3.10 -0.139
F 5.48 -1.12 3.64 0.121
C 5.09 -3.43 3.47 -0.133
F 6.04 -3.68 4.37 0.138
C 4.40 -4.47 2.88 -0.138
F 4.70 -5.73 3.22 0.129
Ge 1.71 -2.38 0.24 0.637
S 0.36 -0.94 1.04 0.263
C 2.88 -1.95 -1.31 -0.113
C 2.85 -0.82 -2.09 -0.217
F 1.90 0.12 -1.91 0.014
C 3.74 -0.57 -3.11 -0.138
F 3.66 0.55 -3.83 0.119
C 4.73 -1.50 -3.40 -0.132
F 5.59 -1.28 -4.38 0.141
C 4.79 -2.67 -2.66 -0.136
F 5.72 -3.58 -2.93 0.134
C 3.87 -2.87 -1.64 -0.221
F 3.95 -4.03 -0.98 0.103
C 0.66 -3.97 -0.31 -0.144
C -0.08 -4.63 0.65 -0.245
F -0.02 -4.25 1.93 0.089
C -0.93 -5.68 0.34 -0.138
F -1.63 -6.30 1.30 0.130
C -1.06 -6.09 -0.97 -0.133
F -1.87 -7.09 -1.29 0.138
C -0.35 -5.43 -1.96 -0.143
F -0.49 -5.80 -3.24 0.124
C 0.48 -4.38 -1.62 -0.216
F 1.12 -3.77 -2.63 0.091
F -8.58 2.94 0.07 0.126
C -7.28 3.19 0.04 -0.146
C -6.77 4.16 -0.81 -0.148
F -7.60 4.83 -1.61 0.122
C -5.41 4.41 -0.83 -0.267
F -4.98 5.34 -1.68 0.071
C -4.51 3.74 -0.02 -0.520
Se -2.64 4.11 -0.09 0.621
C -5.06 2.78 0.83 -0.262
F -4.27 2.06 1.64 0.053
C -6.41 2.50 0.87 -0.151
F -6.88 1.56 1.69 0.116
O -0.89 1.52 2.30 -0.612
O -1.44 2.70 3.01 -0.469
```

Its frontier orbital gap is 7.5 eV. Its energy above the lowest of the compared OMol25 structures with the same formula, charge and spin is 95.93 kJ/mol.

---

[4]
This record from the OMol25 dataset describes C15H42Cu3O17 as an isolated structure at a distorted geometry. The level of theory is the ωB97M-V functional and the def2-TZVPD basis.

XYZ file:
```
77
Properties=species:S:1:pos:R:3:lowdin_charge:R:1
Cu -1.02 3.23 -2.57 0.704
Cu -4.26 0.90 -1.89 0.747
Cu -2.78 2.26 0.71 0.667
C -0.83 0.83 -0.89 -0.977
O -1.02 -0.23 -0.26 -0.010
O -1.86 1.41 -1.21 -0.065
O 0.22 1.42 -1.05 -0.032
C 1.62 -0.01 2.20 -0.267
C 1.61 -1.38 2.87 -0.223
O 1.30 -1.21 4.25 -0.068
O 2.08 -0.06 0.90 -0.041
H 2.18 0.76 2.74 0.116
H 0.59 0.34 2.21 0.098
H 2.60 -1.83 2.75 0.125
H 0.91 -2.05 2.38 0.101
H 2.16 -1.16 4.67 0.085
H 1.36 0.01 0.26 0.045
C 2.77 4.06 1.75 -0.254
C 1.92 3.73 0.52 -0.260
O 0.65 3.25 0.82 -0.062
O 2.39 5.23 2.38 -0.030
H 3.74 4.18 1.27 0.125
H 2.78 3.21 2.44 0.117
H 2.43 2.97 -0.07 0.109
H 1.96 4.58 -0.17 0.117
H 0.54 2.46 0.30 0.016
H 1.55 5.06 2.82 0.090
C -3.91 -2.27 -0.30 -0.200
C -3.53 -2.87 1.03 -0.229
O -4.16 -2.38 2.19 -0.034
O -3.64 -0.90 -0.27 -0.111
H -4.98 -2.34 -0.50 0.125
H -3.42 -2.50 -1.25 0.130
H -2.46 -2.67 1.10 0.105
H -3.56 -3.95 1.02 0.131
H -3.74 -2.65 3.01 0.093
H -2.71 -0.72 -0.42 0.015
C 1.60 -2.16 -4.28 -0.246
C 0.70 -1.15 -3.58 -0.224
O 1.50 -0.22 -2.84 -0.066
O 0.82 -3.20 -4.83 -0.063
H 2.13 -2.63 -3.45 0.115
H 2.28 -1.69 -5.00 0.129
H 0.02 -1.64 -2.88 0.102
H 0.15 -0.62 -4.36 0.115
H 0.99 0.13 -2.11 0.024
H 1.44 -3.67 -5.39 0.087
C 2.64 2.85 -3.02 -0.225
C 3.65 3.98 -3.33 -0.201
O 3.11 4.68 -4.43 -0.052
O 1.42 3.32 -2.50 -0.105
H 3.04 2.19 -2.25 0.123
H 2.44 2.11 -3.79 0.121
H 4.64 3.66 -3.64 0.131
H 3.73 4.57 -2.42 0.115
H 2.19 4.79 -4.15 0.064
H 1.13 2.65 -1.88 0.009
C -0.07 -3.63 -0.79 -0.250
C 0.20 -5.09 -0.47 -0.217
O -0.80 -5.67 0.39 -0.066
O -0.01 -2.74 0.28 -0.075
H -1.07 -3.57 -1.23 0.116
H 0.72 -3.31 -1.48 0.109
H 1.11 -5.18 0.12 0.123
H 0.31 -5.60 -1.43 0.119
H -0.30 -6.34 0.85 0.079
H -0.38 -1.89 0.05 0.021
C -3.17 1.01 4.46 -0.239
C -2.20 0.17 3.66 -0.124
O -2.51 0.46 2.23 -0.105
O -4.55 0.71 4.26 -0.041
H -3.01 2.08 4.29 0.112
H -2.93 1.02 5.52 0.123
H -2.30 -0.90 3.82 0.121
H -1.13 0.32 3.84 0.112
H -1.97 -0.09 1.66 0.044
H -5.01 1.55 4.34 0.084
```

As for the total charge: +1. Its frontier orbital gap is 5.5 eV. Its energy above the lowest of the compared OMol25 structures with the same formula, charge and spin is 491.27 kJ/mol.

---

[5]
This record from the OMol25 dataset describes a single C4H8O2 molecule. The level of theory is the ωB97M-V functional and the def2-TZVPD basis.

XYZ file:
```
14
Properties=species:S:1:pos:R:3:lowdin_charge:R:1
C 0.91 -1.62 0.16 -0.044
C 0.12 -0.48 -0.42 -0.368
C 0.56 0.96 -0.09 -0.040
C -0.87 1.10 0.46 -0.395
O -1.78 1.69 -0.42 0.010
O -1.10 -0.31 0.35 -0.060
H 0.37 -2.56 0.01 0.084
H 1.90 -1.68 -0.29 0.086
H 0.99 -1.45 1.24 0.088
H -0.10 -0.63 -1.49 0.147
H 0.81 1.63 -0.91 0.117
H 1.34 0.98 0.68 0.117
H -1.00 1.50 1.47 0.152
H -2.16 0.86 -0.76 0.106
```

Its frontier orbital gap is 11.2 eV. Its energy above the lowest of the compared OMol25 structures with the same formula, charge and spin is 157.60 kJ/mol.

---

[6]
This record from the OMol25 dataset describes a 2-piece molecular cluster, C7H7ClNO4P overall at a distorted geometry. The level of theory is the ωB97M-V functional and the def2-TZVPD basis.

XYZ file:
```
21
Properties=species:S:1:pos:R:3:lowdin_charge:R:1
C 0.54 2.32 0.89 -0.078
C -0.04 2.13 -0.34 -0.061
C 0.37 1.32 1.87 -0.071
C -0.67 0.88 -0.64 -0.148
C -0.21 0.12 1.61 0.013
C -0.75 -0.11 0.30 -0.266
C -0.90 -1.78 -1.32 -1.058
N 1.85 -1.21 -1.13 -0.633
O 2.90 -0.66 -1.43 -0.025
O 1.65 -1.90 -0.14 0.021
O -0.61 -3.08 -1.50 -0.063
O -1.28 -1.39 -0.03 -0.043
P 0.52 -0.91 -2.22 1.133
Cl -2.36 -1.45 -2.44 0.601
H 1.04 3.19 1.34 0.119
H -0.08 2.88 -1.19 0.132
H 0.76 1.41 2.86 0.104
H -1.33 0.64 -1.51 0.068
H -0.42 -0.67 2.22 0.094
H -1.30 -3.69 -1.77 0.102
H 1.95 -2.80 -4.24 0.060
```

Its frontier orbital gap (spin up / spin down) is 7.7 / 8.2 eV. Its energy above the lowest of the compared OMol25 structures with the same formula, charge and spin is 449.00 kJ/mol.